# 1
ORCA calculation (wB97M-V/def2-TZVPD) on C29H34CsN7SSeSi as an isolated structure.

The calculation puts the HOMO-LUMO gap at 6.9 eV. The calculation puts the energy above the lowest of the compared OMol25 structures with the same formula, charge and spin at 0.0 kJ/mol.

Element x y z (Å)
Cs -0.33 0.57 -2.23
C 4.26 -2.68 1.37
Si 2.88 -2.64 2.64
C 3.02 -1.30 3.95
C 2.99 -4.32 3.52
C 1.24 -2.61 1.72
C 0.48 -3.77 1.69
C -0.67 -3.85 0.92
C -0.99 -2.71 0.21
N -0.30 -1.58 0.19
C 0.84 -1.53 0.91
S 1.79 -0.04 0.88
H 5.17 -3.04 1.86
H 4.46 -1.71 0.91
H 3.97 -3.36 0.53
H 3.87 -1.53 4.62
H 2.13 -1.39 4.61
H 3.12 -0.28 3.56
H 3.91 -4.40 4.14
H 3.05 -5.08 2.74
H 2.13 -4.53 4.17
H 0.75 -4.59 2.36
H -1.32 -4.72 0.96
H -1.89 -2.68 -0.41
C -0.85 1.46 3.53
C -1.31 2.07 2.28
C -2.42 2.85 1.91
C -2.30 3.08 0.54
N -1.23 2.46 0.06
N -0.67 1.84 1.12
C -3.25 3.83 -0.34
H -0.85 2.17 4.36
H 0.19 1.03 3.46
H -1.49 0.67 3.84
H -3.15 3.28 2.58
H 0.25 1.36 0.98
H -3.74 3.15 -1.03
H -2.80 4.65 -0.90
H -4.12 4.15 0.27
N -3.97 -0.08 -2.41
C -5.04 -0.46 -2.57
C -6.35 -0.94 -2.95
C -7.50 -0.30 -2.55
C -8.73 -0.80 -2.94
C -8.77 -1.96 -3.72
C -7.61 -2.61 -4.07
C -6.38 -2.13 -3.67
H -7.49 0.59 -1.95
H -9.61 -0.26 -2.65
H -9.74 -2.37 -4.07
H -7.67 -3.52 -4.72
H -5.50 -2.71 -3.92
N -1.79 3.90 -4.82
C -1.75 2.82 -4.40
H -1.52 4.79 -5.16
C 4.58 1.36 -3.17
N 3.98 1.84 -1.93
C 2.98 2.72 -1.80
Se 1.90 3.46 -3.08
N 2.89 3.04 -0.48
C 3.76 2.28 0.28
C 4.10 2.17 1.61
C 5.08 1.24 1.93
C 5.73 0.48 0.96
C 5.45 0.64 -0.38
C 4.47 1.52 -0.66
H 4.41 2.10 -3.97
H 4.08 0.40 -3.41
H 5.65 1.26 -3.03
H 2.02 3.45 -0.19
H 3.63 2.75 2.36
H 5.43 1.17 2.98
H 6.54 -0.20 1.24
H 5.97 0.11 -1.18

Löwdin population analysis, charges in e, atoms 1 to 8:
1 Cs 0.6709
2 C -0.1766
3 Si 0.4962
4 C -0.1950
5 C -0.2015
6 C -0.2733
7 C -0.1031
8 C -0.0843


# 2
ORCA calculation (wB97M-V/def2-TZVPD) on C6H15AlN2O3 as an isolated structure.

The charge is +2. The calculation puts the HOMO-LUMO gap at 2.0 eV.

Element x y z (Å)
Al 4.69 6.90 -0.74
O 1.11 3.72 -1.05
H 1.55 2.86 -1.14
C 2.13 -2.01 -1.63
O 1.73 -2.98 -2.19
N 3.43 -1.91 -1.23
C 3.74 -0.92 -0.17
C 4.48 -2.86 -1.66
H 1.44 -1.21 -1.32
H 2.77 -0.58 0.20
H 4.39 -0.14 -0.58
H 4.27 -1.38 0.66
H 5.24 -2.18 -2.05
H 4.94 -3.34 -0.79
H 4.18 -3.53 -2.47
C -4.30 0.65 -0.18
O -3.72 1.33 -1.03
N -4.14 0.74 1.14
C -3.32 1.81 1.76
C -4.86 -0.10 2.06
H -5.01 -0.14 -0.45
H -2.29 1.54 2.00
H -3.90 2.12 2.63
H -3.18 2.70 1.14
H -5.65 0.40 2.63
H -5.45 -0.90 1.63
H -4.29 -0.62 2.83

natural (NBO) population analysis, charges in e, atoms 1 to 8:
1 Al 0.9995
2 O -0.4631
3 H 0.4173
4 C 0.4978
5 O -0.4475
6 N -0.2553
7 C -0.4250
8 C -0.4274


# 3
ORCA calculation (wB97M-V/def2-TZVPD) on C34H54Cl3MnN2O2Si as an isolated structure.

As for the expectation value of S²: 6.17. Its spin multiplicity is 5. The calculation puts the HOMO-LUMO gap (alpha / beta) at 6.6 / 8.3 eV.

Element x y z (Å)
Mn 0.69 -1.60 -0.24
C 3.79 -2.63 -0.24
N 2.93 -1.59 -0.80
C 3.07 -1.60 -2.26
C 3.29 -0.29 -0.19
C 2.43 0.85 -0.71
N 0.99 0.49 -0.80
C 0.16 1.14 0.27
C 0.75 1.12 1.65
C 0.94 2.33 2.31
C 1.41 2.38 3.60
C 1.67 1.16 4.23
C 1.51 -0.07 3.62
C 1.06 -0.10 2.27
O 0.92 -1.25 1.61
C 1.83 -1.36 4.38
C 0.60 -2.28 4.43
C 2.24 -1.08 5.83
C 3.01 -2.08 3.70
C 1.63 3.69 4.37
C 3.11 3.79 4.79
C 1.29 4.92 3.53
C 0.75 3.71 5.63
C 0.46 0.89 -2.11
C -0.88 0.37 -2.56
C -1.55 1.21 -3.45
C -2.74 0.86 -4.05
C -3.28 -0.37 -3.68
C -2.67 -1.25 -2.79
C -1.41 -0.89 -2.24
O -0.78 -1.71 -1.38
C -3.37 -2.55 -2.39
C -3.63 -2.53 -0.87
C -4.73 -2.71 -3.06
C -2.52 -3.75 -2.81
C -3.42 1.81 -5.03
C -4.75 1.24 -5.56
C -2.50 2.05 -6.23
C -3.72 3.14 -4.34
H 4.84 -2.44 -0.49
H 3.68 -2.66 0.84
H 3.50 -3.60 -0.64
H 4.08 -1.31 -2.56
H 2.88 -2.61 -2.61
H 2.35 -0.94 -2.74
H 3.17 -0.40 0.88
H 4.35 -0.06 -0.40
H 2.57 1.73 -0.08
H 2.77 1.12 -1.71
H -0.01 2.18 -0.02
H -0.81 0.63 0.25
H 0.70 3.24 1.77
H 2.02 1.18 5.25
H -0.23 -1.78 4.93
H 0.27 -2.57 3.43
H 0.83 -3.19 4.99
H 1.44 -0.57 6.38
H 2.43 -2.03 6.33
H 3.15 -0.48 5.89
H 2.74 -2.34 2.69
H 3.89 -1.43 3.69
H 3.26 -3.00 4.24
H 3.75 3.79 3.91
H 3.28 4.72 5.34
H 3.40 2.96 5.43
H 1.91 4.97 2.63
H 0.24 4.92 3.23
H 1.47 5.82 4.11
H 0.98 2.88 6.29
H 0.90 4.64 6.18
H -0.31 3.63 5.35
H 0.41 1.99 -2.12
H 1.21 0.63 -2.87
H -1.09 2.17 -3.68
H -4.23 -0.66 -4.10
H -4.31 -1.72 -0.62
H -4.10 -3.47 -0.57
H -2.71 -2.41 -0.30
H -5.41 -1.89 -2.82
H -4.65 -2.78 -4.15
H -5.19 -3.63 -2.71
H -1.54 -3.73 -2.35
H -3.01 -4.68 -2.53
H -2.39 -3.75 -3.90
H -4.60 0.30 -6.09
H -5.46 1.08 -4.75
H -5.19 1.95 -6.26
H -2.28 1.11 -6.74
H -2.97 2.72 -6.95
H -1.55 2.49 -5.92
H -4.37 3.00 -3.48
H -2.80 3.62 -3.99
H -4.21 3.83 -5.04
Cl -1.27 -4.70 0.58
Si 0.62 -4.02 0.13
Cl 1.80 -4.85 1.61
Cl 1.24 -5.02 -1.60

natural (NBO) population analysis, charges in e, atoms 1 to 8:
1 Mn 1.3469
2 C -0.4221
3 N -0.4951
4 C -0.4241
5 C -0.2282
6 C -0.2406
7 N -0.5174
8 C -0.2569


# 4
ORCA calculation (wB97M-V/def2-TZVPD) on a 2-piece molecular cluster, C4H16N4Si overall.

The calculation puts the HOMO-LUMO gap (alpha / beta) at 7.7 / 7.5 eV. The calculation puts the energy above the lowest of the compared OMol25 structures with the same formula, charge and spin at 128.9 kJ/mol.

Element x y z (Å)
C -2.19 -1.65 0.83
C 0.09 -2.81 0.85
C -0.42 -0.78 2.28
C -0.62 -1.44 0.87
N 2.36 0.91 -0.91
N 0.76 3.58 -2.95
N 1.48 0.27 -0.17
N -0.07 3.65 -1.68
Si -0.07 -0.34 -0.51
H -2.47 -1.62 -0.25
H -2.46 -2.46 1.49
H -2.72 -0.84 1.31
H -0.40 -3.52 1.49
H 1.16 -2.53 1.07
H 0.14 -3.23 -0.23
H 0.65 -0.54 2.46
H -0.78 0.24 2.29
H -0.88 -1.39 3.01
H 0.53 3.83 -0.89
H 1.93 0.88 -1.84
H 1.14 4.51 -3.05
H 1.49 2.85 -2.71
H 1.64 0.30 0.78
H -0.32 2.68 -1.53
H 0.03 -0.51 -1.99

natural (NBO) population analysis, charges in e, atoms 1 to 8:
1 C -0.6141
2 C -0.6120
3 C -0.6051
4 C -0.4815
5 N -0.4413
6 N -0.6763
7 N -0.6975
8 N -0.6621


# 5
ORCA calculation (wB97M-V/def2-TZVPD) on C29H36Cl2N5OS3Ti as an isolated structure.

As for the expectation value of S²: 0.76. Its spin multiplicity is 2. The charge is +2. The calculation puts the HOMO-LUMO gap (alpha / beta) at 6.6 / 6.7 eV.

Element x y z (Å)
Ti 0.14 0.68 -1.58
C -1.64 1.65 5.01
C -0.27 0.99 4.78
S 0.02 0.22 3.18
C -1.23 -1.09 3.12
C -2.68 -0.71 2.75
S -2.81 0.54 1.44
C -4.11 1.63 2.03
C -3.86 2.28 3.41
S -2.16 2.83 3.73
H -1.61 2.18 5.96
H -2.40 0.88 5.08
H -0.12 0.24 5.56
H 0.53 1.73 4.86
H -1.23 -1.61 4.08
H -0.84 -1.78 2.38
H -3.22 -0.33 3.61
H -3.18 -1.61 2.41
H -5.06 1.10 2.04
H -4.15 2.40 1.26
H -4.14 1.60 4.21
H -4.50 3.16 3.50
N 1.42 -0.76 -1.05
C 2.30 -1.33 -2.11
C 3.58 -1.68 -1.72
C 4.44 -2.29 -2.62
C 3.99 -2.56 -3.90
C 2.72 -2.18 -4.28
C 1.83 -1.55 -3.40
C 0.53 -1.03 -3.97
C -0.07 -1.70 -5.03
C -1.14 -1.14 -5.73
C -1.59 0.13 -5.40
C -1.02 0.78 -4.32
C 0.00 0.21 -3.56
H 2.03 -0.14 -0.37
H 1.05 -1.50 -0.46
H 3.91 -1.46 -0.71
H 5.45 -2.55 -2.31
H 4.65 -3.04 -4.62
H 2.41 -2.34 -5.31
H 0.29 -2.68 -5.32
H -1.59 -1.69 -6.55
H -2.38 0.60 -5.98
H -1.38 1.77 -4.07
Cl -0.33 2.42 0.22
C 0.59 3.64 -0.75
Cl 1.38 2.77 -2.13
H 1.35 4.09 -0.13
H -0.09 4.37 -1.16
C 4.83 -0.12 3.72
N 4.11 0.51 2.60
C 4.10 1.85 2.28
C 3.30 1.97 1.18
N 2.82 0.72 0.83
C 3.33 -0.12 1.70
H 5.56 0.59 4.10
H 5.35 -1.00 3.37
H 4.14 -0.39 4.51
H 4.64 2.58 2.86
H 3.09 2.86 0.62
H 3.15 -1.18 1.74
N -4.18 -4.11 -2.70
C -3.22 -3.54 -1.95
O -2.42 -4.17 -1.28
C -3.13 -2.03 -1.94
C -4.15 -1.14 -2.22
C -3.92 0.22 -2.08
C -2.67 0.64 -1.70
N -1.67 -0.22 -1.45
C -1.90 -1.53 -1.56
H -4.24 -5.12 -2.71
H -4.77 -3.59 -3.32
H -5.13 -1.49 -2.51
H -4.70 0.95 -2.26
H -2.46 1.70 -1.58
H -1.11 -2.22 -1.33

natural (NBO) population analysis, charges in e, atoms 1 to 8:
1 Ti 1.4817
2 C -0.5346
3 C -0.5371
4 S 0.1904
5 C -0.5520
6 C -0.5403
7 S 0.1636
8 C -0.5329


# 6
ORCA calculation (wB97M-V/def2-TZVPD) on a 2-piece molecular cluster, CH3O2S overall.

The charge is -1. The calculation puts the HOMO-LUMO gap at 7.7 eV. The calculation puts the energy above the lowest of the compared OMol25 structures with the same formula, charge and spin at 329.5 kJ/mol.

Element x y z (Å)
C -0.33 -0.18 0.57
O -1.09 0.83 -1.65
O 1.88 -1.13 1.66
S 1.01 -1.17 0.38
H -0.97 0.42 -0.63
H -0.33 0.54 1.50
H -0.17 0.70 -1.83

From a natural (NBO) analysis of the wavefunction, the atomic charges in e read:
1 C -0.8218
2 O -1.0582
3 O -1.0339
4 S 0.8832
5 H 0.4239
6 H 0.1752
7 H 0.4315


DFT total energy list, top to bottom, in eV: -125663.810 -22159.602 -119982.015 -18240.708 -120808.067 -16014.365